{
  "formula": "C2H7O2",
  "method": "wB97M-V/def2-TZVPD",
  "multiplicity": 1,
  "relative_energy_ev": 0.066,
  "total_energy_ha": -230.8822,
  "total_charge": -1,
  "symbols": ["H", "H", "C", "H", "H", "C", "H", "H", "O", "O", "H"],
  "coordinates": [[1.405, -0.647, -0.935], [-2.007, -0.591, 0.193], [1.597, 0.173, -0.251], [-2.427, -2.024, 0.311], [0.458, 1.682, 0.778], [0.227, 0.783, 0.147], [2.078, -0.253, 0.629], [2.224, 0.941, -0.716], [-2.779, -1.217, -0.077], [-0.609, -0.098, 0.713], [-0.166, 1.251, -0.792]],
  "atomic_forces_ev_per_a": [[0.08, -0.14, -0.30], [0.06, -0.17, -0.20], [-0.57, 0.22, 0.23], [-0.13, -0.06, -0.10], [0.02, -0.08, 0.15], [0.28, 0.28, -0.33], [0.16, 0.08, 0.13], [0.22, -0.10, -0.05], [0.14, 0.16, 0.22], [-0.21, -0.13, 0.32], [-0.06, -0.07, -0.07]],
  "mulliken_charge": [0.263, 0.480, -1.021, 0.252, 0.184, -0.278, 0.250, 0.324, -0.764, -0.891, 0.203]
}



{
  "formula": "C2H7O2",
  "method": "wB97M-V/def2-TZVPD",
  "multiplicity": 1,
  "relative_energy_ev": 1.236,
  "total_energy_ha": -230.8392,
  "total_charge": -1,
  "symbols": ["H", "H", "H", "O", "H", "O", "H", "C", "H", "H", "C"],
  "coordinates": [[0.426, -1.206, 1.522], [2.258, -0.517, -0.414], [1.317, 0.950, 0.543], [-1.955, 1.686, -0.274], [0.262, -2.037, 0.057], [-1.057, -0.566, 0.284], [-2.064, 1.700, -1.231], [1.207, -0.022, -0.110], [-1.323, 0.511, 0.268], [0.773, 0.550, -1.058], [0.154, -1.050, 0.414]],
  "atomic_forces_ev_per_a": [[0.03, 0.12, -0.57], [-2.11, 1.27, 0.87], [0.08, -2.27, -0.59], [0.30, 0.15, 0.71], [0.24, -1.26, -1.31], [-3.16, 0.45, -0.05], [0.15, -0.30, 0.17], [1.09, 1.57, -1.95], [-0.14, -0.25, -1.37], [0.81, -1.69, 1.49], [2.72, 2.23, 2.61]],
  "mulliken_charge": [0.122, 0.269, 0.233, -1.016, 0.317, -0.588, 0.165, -0.875, 0.358, 0.231, -0.215]
}



{
  "formula": "C2H7O2",
  "method": "wB97M-V/def2-TZVPD",
  "multiplicity": 1,
  "relative_energy_ev": 5.198,
  "total_energy_ha": -230.4097,
  "total_charge": 1,
  "symbols": ["O", "C", "H", "H", "H", "H", "C", "O", "H", "H", "H"],
  "coordinates": [[0.936, 1.073, 0.518], [-1.402, 0.638, -0.135], [-1.341, 1.408, 0.609], [1.807, 1.230, 0.149], [-0.095, -1.763, -0.287], [1.138, -1.235, 1.054], [0.697, -1.133, -0.079], [0.257, 0.215, -0.323], [-1.840, -0.141, 0.286], [-1.637, 1.100, -1.066], [1.478, -1.392, -0.726]],
  "atomic_forces_ev_per_a": [[-0.25, 1.15, 1.81], [3.88, 3.42, -0.65], [0.47, 0.41, 0.36], [0.57, -0.06, -0.90], [-1.76, -1.23, -0.09], [-1.58, 0.35, -2.77], [1.65, -0.17, 4.08], [-2.11, 0.48, -0.79], [-1.91, -4.01, 1.00], [-0.18, -0.53, -0.88], [1.23, 0.19, -1.17]],
  "mulliken_charge": [-0.272, -0.417, 0.288, 0.356, 0.373, 0.306, -0.613, 0.019, 0.376, 0.264, 0.321]
}



{
  "formula": "C2H7O3SSi",
  "method": "wB97M-V/def2-TZVPD",
  "multiplicity": 1,
  "relative_energy_ev": 2.640,
  "total_energy_ha": -993.8237,
  "total_charge": -1,
  "symbols": ["Si", "O", "H", "O", "H", "H", "S", "H", "H", "O", "C", "H", "H", "C"],
  "coordinates": [[-0.409, -0.249, -0.429], [-3.764, 0.832, 0.911], [-1.669, -0.196, 1.849], [-3.410, -0.520, -1.015], [0.896, 1.923, -1.090], [-0.846, -0.610, -1.805], [-2.842, 0.194, 0.051], [2.100, 0.583, -0.999], [1.343, 1.274, 0.627], [-1.683, 1.181, -0.449], [-1.641, -0.831, 0.927], [-1.804, -1.856, 1.084], [0.237, -1.728, -0.225], [1.103, 1.018, -0.424]],
  "atomic_forces_ev_per_a": [[1.72, -1.31, -0.65], [-1.22, 1.42, 1.43], [0.67, -0.92, -0.28], [-1.22, -1.37, -2.43], [-0.15, -0.96, 1.38], [0.16, 0.09, -0.04], [2.98, 0.60, 0.65], [-2.43, 0.62, 1.82], [0.14, 0.21, -0.69], [-1.68, -1.14, 0.91], [-0.76, 3.80, 0.06], [-0.45, -1.17, 0.07], [0.83, 0.89, -0.22], [1.41, -0.76, -2.00]],
  "mulliken_charge": [0.496, -0.663, 0.273, -0.598, 0.252, -0.188, 1.039, 0.210, 0.262, -0.472, -0.702, 0.368, -0.335, -0.942]
}



{
  "formula": "C2H7OPS",
  "method": "wB97M-V/def2-TZVPD",
  "multiplicity": 1,
  "relative_energy_ev": 4.624,
  "total_energy_ha": -895.0462,
  "symbols": ["H", "S", "C", "H", "H", "C", "H", "P", "H", "H", "H", "O"],
  "coordinates": [[0.451, 0.154, 2.343], [-3.531, 0.191, -0.414], [-2.367, -0.910, 0.209], [2.020, 0.771, 1.778], [0.836, 0.270, 0.590], [0.949, 0.744, 1.593], [-1.453, -1.143, -2.840], [-0.472, -0.686, -1.900], [0.140, -1.916, -2.358], [-2.970, 0.760, -1.589], [0.573, 1.776, 1.605], [-1.391, -1.145, -0.593]],
  "atomic_forces_ev_per_a": [[-0.18, -0.22, 0.23], [-0.06, 1.10, -0.81], [-0.74, 0.26, -0.19], [0.04, 0.01, 0.22], [-0.19, 0.48, 0.74], [0.34, 0.14, -1.01], [-0.04, 0.86, -0.23], [-0.85, -0.23, -1.43], [0.07, 0.13, 1.19], [-0.43, -0.71, 1.01], [0.00, -0.40, -0.15], [2.04, -1.43, 0.44]],
  "mulliken_charge": [0.246, -0.146, -0.044, 0.298, 0.024, -0.797, 0.075, -0.058, 0.081, 0.080, 0.231, 0.011]
}



{
  "formula": "C2H7OPS",
  "method": "wB97M-V/def2-TZVPD",
  "multiplicity": 1,
  "relative_energy_ev": 4.093,
  "total_energy_ha": -895.0657,
  "symbols": ["H", "C", "H", "H", "O", "H", "S", "H", "C", "H", "H", "P"],
  "coordinates": [[2.704, -2.086, 0.119], [1.283, 0.758, 0.928], [-3.103, 0.187, -0.299], [0.771, -2.610, 0.400], [1.247, -0.517, 0.905], [-2.272, 1.064, 0.996], [1.707, 1.659, -0.434], [-1.343, 0.148, -0.195], [-2.222, 0.760, -0.040], [1.938, 0.668, -1.346], [-2.167, 1.636, -0.670], [1.457, -1.667, -0.365]],
  "atomic_forces_ev_per_a": [[0.28, -0.16, -0.05], [-0.17, 1.34, 0.78], [-0.16, -0.09, -0.02], [-0.17, -0.34, 0.03], [-0.16, -1.14, 0.23], [0.02, 0.05, 0.22], [0.20, -0.17, -0.61], [0.16, -0.09, -0.02], [-0.07, -0.11, -0.04], [0.02, 0.22, -0.14], [0.04, 0.23, -0.16], [0.01, 0.26, -0.22]],
  "mulliken_charge": [0.087, -0.053, 0.297, 0.088, -0.072, 0.260, -0.110, 0.042, -0.811, 0.075, 0.254, -0.056]
}



{
  "formula": "C2H7OS",
  "method": "wB97M-V/def2-TZVPD",
  "multiplicity": 1,
  "relative_energy_ev": 0.207,
  "total_energy_ha": -553.8564,
  "total_charge": -1,
  "symbols": ["H", "H", "H", "C", "H", "O", "S", "H", "C", "H", "H"],
  "coordinates": [[0.704, 0.296, 1.081], [-0.679, 0.835, 1.913], [2.265, -0.292, -0.518], [-0.310, 0.674, 0.895], [-0.163, 1.583, 0.326], [2.186, -0.732, -1.372], [-1.027, -0.180, -1.682], [-2.173, -0.136, 0.459], [-1.169, -0.351, 0.111], [1.338, -0.342, -1.709], [-0.971, -1.356, 0.496]],
  "atomic_forces_ev_per_a": [[0.06, -0.15, -0.26], [-0.32, 0.35, -0.07], [0.02, -0.10, -0.04], [0.79, -1.00, 0.19], [-0.39, 0.36, 0.03], [-0.02, 0.49, -0.07], [0.05, -0.06, -0.15], [-0.60, -0.03, -0.29], [0.21, 0.78, 0.70], [-0.07, -0.54, 0.16], [0.26, -0.09, -0.21]],
  "mulliken_charge": [0.142, 0.375, 0.293, -1.018, 0.302, -0.629, -0.674, 0.226, -0.481, 0.245, 0.220]
}



{
  "formula": "C2H7OS",
  "method": "wB97M-V/def2-TZVPD",
  "multiplicity": 1,
  "relative_energy_ev": 0.373,
  "total_energy_ha": -553.8502,
  "total_charge": -1,
  "symbols": ["H", "H", "H", "O", "H", "H", "C", "H", "H", "C", "S"],
  "coordinates": [[-1.421, 0.973, 0.032], [0.910, 1.276, 2.055], [-0.513, 0.260, 2.291], [0.334, -2.309, -2.786], [1.103, -2.450, -3.345], [0.215, 1.274, -0.413], [-0.131, 1.136, 1.759], [0.644, -1.847, -1.967], [-0.629, 2.074, 2.033], [-0.393, 0.700, 0.296], [-0.119, -1.086, 0.044]],
  "atomic_forces_ev_per_a": [[-0.08, -0.16, 0.19], [0.18, -0.29, -0.40], [-0.07, 0.48, 0.62], [0.29, -0.08, -0.19], [0.08, 0.06, 0.13], [0.15, 0.01, 0.12], [-0.26, -0.47, -0.40], [-0.56, -0.01, -0.10], [-0.31, -0.13, 0.01], [0.43, 0.46, -0.14], [0.13, 0.13, 0.17]],
  "mulliken_charge": [0.194, 0.239, 0.243, -0.597, 0.259, 0.237, -0.935, 0.237, 0.301, -0.459, -0.719]
}



Repeat the eighth record exactly.
{
  "formula": "C2H7OS",
  "method": "wB97M-V/def2-TZVPD",
  "multiplicity": 1,
  "relative_energy_ev": 0.373,
  "total_energy_ha": -553.8502,
  "total_charge": -1,
  "symbols": ["H", "H", "H", "O", "H", "H", "C", "H", "H", "C", "S"],
  "coordinates": [[-1.421, 0.973, 0.032], [0.910, 1.276, 2.055], [-0.513, 0.260, 2.291], [0.334, -2.309, -2.786], [1.103, -2.450, -3.345], [0.215, 1.274, -0.413], [-0.131, 1.136, 1.759], [0.644, -1.847, -1.967], [-0.629, 2.074, 2.033], [-0.393, 0.700, 0.296], [-0.119, -1.086, 0.044]],
  "atomic_forces_ev_per_a": [[-0.08, -0.16, 0.19], [0.18, -0.29, -0.40], [-0.07, 0.48, 0.62], [0.29, -0.08, -0.19], [0.08, 0.06, 0.13], [0.15, 0.01, 0.12], [-0.26, -0.47, -0.40], [-0.56, -0.01, -0.10], [-0.31, -0.13, 0.01], [0.43, 0.46, -0.14], [0.13, 0.13, 0.17]],
  "mulliken_charge": [0.194, 0.239, 0.243, -0.597, 0.259, 0.237, -0.935, 0.237, 0.301, -0.459, -0.719]
}